(1)
{"formula": "C46H40AsBrF5LaN4O5PS", "method": "the ωB97M-V functional and the def2-TZVPD basis", "elements": ["La", "C", "C", "N", "O", "C", "C", "N", "O", "H", "H", "H", "H", "H", "H", "H", "F", "C", "C", "F", "C", "F", "C", "S", "C", "F", "C", "F", "C", "C", "O", "H", "H", "H", "C", "C", "N", "H", "H", "H", "Br", "C", "C", "N", "C", "C", "C", "C", "O", "O", "H", "H", "H", "C", "C", "As", "C", "C", "C", "C", "C", "C", "C", "C", "C", "C", "C", "C", "P", "C", "C", "C", "C", "C", "C", "C", "C", "C", "C", "C", "C", "H", "H", "H", "H", "H", "H", "H", "H", "H", "H", "H", "H", "H", "H", "H", "H", "H", "H", "H", "H", "H", "H", "H", "H"], "xyz": [[-0.61710, 1.57726, -1.58032], [-5.49171, 1.77839, -1.52051], [-4.03465, 1.52591, -1.29506], [-3.13477, 2.42383, -1.38427], [-3.58525, 3.68156, -1.70074], [-3.56370, 0.15695, -0.95716], [-4.50427, -0.93072, -0.55542], [-2.28784, -0.02765, -1.02266], [-1.80014, -1.18974, -0.73075], [-5.64295, 2.73462, -2.01358], [-6.02567, 1.79258, -0.56600], [-5.91731, 0.97912, -2.12949], [-2.73986, 4.15049, -1.80770], [-5.33036, -0.54439, 0.04956], [-3.94649, -1.67382, 0.01482], [-4.92990, -1.44079, -1.43028], [-3.05262, 1.57442, -8.52310], [-2.35748, 1.14494, -7.46672], [-2.56119, 1.69144, -6.22405], [-3.47135, 2.65790, -6.06412], [-1.82357, 1.23285, -5.15430], [-2.08520, 1.80582, -3.97488], [-0.86312, 0.23732, -5.22729], [0.05789, -0.32054, -3.85725], [-0.70363, -0.28885, -6.50389], [0.18570, -1.25945, -6.71478], [-1.42190, 0.14793, -7.59978], [-1.21370, -0.39468, -8.80606], [-1.55808, 2.14540, 1.80584], [-0.55557, 2.43565, 0.67597], [0.39573, 3.19073, 0.94160], [-1.22029, 2.53473, 2.77926], [-1.72084, 1.06143, 1.86840], [-2.51849, 2.60433, 1.53808], [3.86468, 1.85382, -3.26281], [2.81895, 1.68483, -2.25315], [1.96836, 1.56348, -1.49880], [3.66055, 1.17407, -4.08908], [4.83745, 1.63162, -2.83199], [3.85319, 2.87855, -3.62990], [2.48231, 8.30719, -0.21016], [2.27217, 7.05706, -1.61494], [3.14907, 7.08996, -2.68775], [3.05821, 6.24068, -3.71783], [2.07955, 5.32784, -3.67737], [1.16971, 5.23104, -2.63601], [1.26335, 6.11695, -1.57457], [0.14847, 4.12769, -2.61170], [0.39187, 3.10260, -3.29890], [-0.85184, 4.24220, -1.84868], [3.95181, 7.81983, -2.71481], [2.00434, 4.63906, -4.51380], [0.56824, 6.03824, -0.74545], [-0.10452, -1.91194, 1.50707], [-0.20412, -1.18966, 2.87319], [0.96646, -1.91118, 4.28989], [0.57446, -3.81231, 4.01770], [-0.73062, -4.30070, 3.92548], [-0.96380, -5.65251, 3.71122], [0.10829, -6.53634, 3.58871], [1.40827, -6.06041, 3.67928], [1.63712, -4.70040, 3.89159], [-0.25245, -1.59409, 5.79671], [-0.31723, -2.49473, 6.86078], [-1.15486, -2.25349, 7.94365], [-1.93565, -1.10171, 7.98313], [-1.86502, -0.19122, 6.93771], [-1.02593, -0.43506, 5.85336], [0.61719, -0.80208, 0.22526], [2.25081, -0.56192, 1.11424], [2.61468, 0.72535, 1.51448], [3.77593, 0.94180, 2.25841], [4.58889, -0.12676, 2.61296], [4.23614, -1.41670, 2.22449], [3.07938, -1.62789, 1.48899], [1.19064, -2.03323, -1.03814], [0.38523, -3.12035, -1.39149], [0.79154, -4.02746, -2.36428], [2.00286, -3.85757, -3.01907], [2.80946, -2.77611, -2.68905], [2.40806, -1.87667, -1.70749], [-1.09597, -2.20045, 1.17322], [0.50276, -2.81444, 1.53787], [-1.22695, -1.21107, 3.24629], [0.07311, -0.13891, 2.77937], [-1.57014, -3.62030, 4.02214], [-1.98101, -6.01939, 3.63506], [-0.07378, -7.59198, 3.41753], [2.24630, -6.74190, 3.57853], [2.65350, -4.32679, 3.95101], [0.28048, -3.39864, 6.84050], [-1.20141, -2.96867, 8.75697], [-2.59418, -0.91662, 8.82431], [-2.46362, 0.71129, 6.96096], [-0.98065, 0.28957, 5.04732], [1.99202, 1.57097, 1.24041], [4.03882, 1.95021, 2.55934], [5.49100, 0.04098, 3.19377], [4.86086, -2.25793, 2.50218], [2.82278, -2.63928, 1.18557], [-0.58267, -3.24161, -0.91996], [0.14640, -4.86120, -2.62331], [2.30844, -4.55213, -3.79472], [3.75585, -2.62941, -3.19945], [3.05604, -1.04863, -1.44938]], "forces_ev_per_angstrom": [[0.614, 0.292, -2.292], [-0.048, 0.036, 0.030], [-0.051, -0.593, 0.137], [0.017, -0.178, 0.151], [0.019, 0.316, -0.120], [-0.572, 0.488, -0.146], [-0.173, -0.028, -0.024], [-1.405, -1.202, 0.482], [0.165, -0.271, -0.096], [0.008, -0.030, 0.004], [0.015, -0.013, -0.043], [0.009, 0.012, 0.053], [0.064, 0.192, -0.040], [0.062, -0.044, -0.088], [-0.027, 0.051, -0.025], [0.048, 0.047, 0.120], [-0.174, 0.095, -0.266], [-0.083, 0.067, -0.102], [-0.013, 0.039, 0.165], [-0.105, 0.125, 0.056], [-0.087, 0.081, -0.243], [-0.250, 0.278, 0.702], [0.189, -0.014, 0.307], [0.090, -0.311, -0.253], [0.044, -0.072, -0.236], [0.232, -0.244, -0.084], [0.205, -0.221, 0.021], [0.053, -0.098, -0.156], [0.190, 0.151, 0.184], [0.025, 0.719, 2.422], [-0.358, -0.260, -0.218], [-0.038, -0.020, -0.122], [-0.067, 0.127, -0.029], [0.068, -0.065, 0.019], [-0.270, -0.084, 0.208], [0.370, 0.121, -0.435], [0.718, -0.067, 0.174], [-0.053, -0.028, 0.014], [0.039, -0.021, 0.036], [-0.043, 0.024, 0.039], [0.011, 0.016, 0.023], [0.043, 0.022, -0.027], [-0.019, -0.248, -0.305], [-0.202, 0.018, 0.290], [0.292, 0.261, -0.089], [-0.082, -0.040, 0.126], [-0.149, -0.010, 0.105], [-0.144, 0.112, -0.154], [0.069, 0.629, -0.240], [0.275, -0.083, -0.182], [-0.046, -0.046, -0.033], [0.037, 0.054, 0.073], [0.067, -0.001, -0.073], [-0.139, 0.277, 0.219], [-0.038, -0.128, -0.206], [0.122, 0.008, -0.011], [-0.130, -0.033, 0.097], [0.082, -0.134, -0.011], [0.117, 0.025, 0.003], [-0.026, 0.102, 0.011], [-0.040, 0.097, 0.000], [-0.076, -0.110, -0.045], [-0.088, -0.069, 0.016], [-0.103, 0.127, 0.042], [0.005, 0.076, -0.067], [0.071, -0.068, -0.043], [0.102, -0.069, -0.045], [-0.010, -0.024, 0.091], [1.083, -0.332, 0.025], [-0.015, 0.068, 0.066], [0.050, -0.054, -0.001], [-0.042, -0.131, -0.032], [-0.071, 0.010, -0.027], [-0.029, 0.114, -0.030], [-0.064, 0.039, -0.121], [-0.137, -0.097, -0.059], [0.011, 0.050, 0.032], [-0.030, 0.081, 0.073], [0.015, 0.070, 0.009], [-0.063, 0.017, 0.077], [-0.075, -0.072, 0.039], [-0.058, -0.014, -0.058], [0.084, -0.099, 0.129], [-0.070, -0.043, -0.027], [0.000, 0.057, 0.004], [0.022, -0.007, 0.004], [0.038, 0.009, 0.001], [0.005, 0.074, 0.013], [-0.052, 0.048, 0.007], [-0.002, -0.003, 0.010], [-0.005, -0.023, -0.018], [0.000, 0.020, -0.022], [0.038, -0.012, -0.037], [0.010, -0.008, -0.009], [-0.028, -0.017, 0.016], [0.041, -0.048, 0.035], [-0.029, -0.047, -0.019], [-0.078, -0.017, -0.051], [-0.009, 0.008, -0.008], [-0.004, 0.037, 0.003], [0.054, 0.008, -0.043], [0.038, 0.081, 0.027], [-0.011, 0.047, 0.067], [-0.060, 0.009, 0.033], [0.014, 0.016, 0.019]], "total_energy_ha": -8452.4427, "multiplicity": 1, "e_lumo_ev": 2.23, "e_above_lowest_kj_mol": 0.4, "total_charge": -1}



(2)
{"formula": "C12H17N3O4", "method": "the ωB97M-V functional and the def2-TZVPD basis", "elements": ["C", "N", "C", "O", "C", "C", "C", "O", "C", "N", "C", "O", "C", "C", "C", "C", "C", "N", "O", "H", "H", "H", "H", "H", "H", "H", "H", "H", "H", "H", "H", "H", "H", "H", "H", "H"], "xyz": [[1.91443, 0.85522, -3.49643], [1.78013, 0.17780, -2.17289], [1.79694, -1.20995, -1.98307], [1.87115, -1.92774, -2.95504], [1.56797, -1.71667, -0.56270], [1.47393, -3.25240, -0.44207], [0.00836, -3.67082, -0.60599], [-0.23910, -4.86653, 0.12765], [-0.70989, -2.47749, 0.03307], [0.26098, -1.34910, 0.01136], [-0.02473, -0.05941, 0.49216], [0.80855, 0.81801, 0.35861], [-1.36639, 0.21528, 1.21389], [-1.55894, 1.68944, 1.33893], [-1.39228, 2.51287, 2.42988], [-1.70221, 3.81920, 2.01770], [-1.71342, 5.11391, 2.76161], [-2.07231, 3.82316, 0.77247], [-1.93352, 2.47151, 0.30343], [0.93594, 1.03987, -3.95856], [2.51559, 0.21477, -4.14420], [2.45498, 1.81255, -3.36082], [1.66158, 0.74144, -1.33080], [2.33251, -1.28674, 0.09403], [1.84601, -3.51279, 0.54852], [2.07343, -3.74997, -1.19243], [-0.26558, -3.77101, -1.68684], [0.09022, -5.66167, -0.36333], [-0.95570, -2.77869, 1.04600], [-1.65965, -2.18608, -0.47174], [-1.35036, -0.20198, 2.22880], [-2.20514, -0.19998, 0.69518], [-1.09548, 2.20814, 3.43551], [-2.28752, 5.85418, 2.19955], [-0.69954, 5.51882, 2.89771], [-2.16094, 4.99284, 3.72083]], "forces_ev_per_angstrom": [[0.273, -0.512, 1.012], [0.278, -0.669, 0.547], [-0.898, 2.703, -1.534], [0.287, -1.135, -0.059], [-0.409, -0.318, 0.755], [0.783, 0.373, -0.671], [0.615, 0.491, -0.352], [-0.110, -0.726, -0.632], [-0.621, 0.421, -0.212], [-1.629, 1.154, 0.512], [0.726, -1.762, -0.730], [-0.147, 0.226, 0.399], [0.820, 0.518, -0.217], [0.132, 2.131, 1.123], [0.368, -1.590, 0.655], [-0.352, 0.059, -0.602], [0.480, 0.292, -0.644], [0.304, -0.931, -1.009], [-0.283, 0.208, 0.653], [0.240, -0.071, 0.126], [-0.183, 0.058, 0.006], [-0.406, -0.528, 0.027], [0.022, -0.157, -0.424], [0.046, -0.155, -0.159], [-0.270, -0.232, 0.036], [0.361, -0.016, -0.100], [0.246, 0.007, 0.840], [-0.400, 1.288, 0.490], [-0.037, 0.096, 0.349], [0.677, -0.289, 0.200], [0.102, -0.033, -0.282], [-0.441, -0.490, -0.424], [-0.082, 0.068, -0.475], [0.071, -0.140, 0.027], [-0.245, -0.256, -0.032], [-0.317, -0.085, 0.802]], "total_energy_ha": -932.6731, "multiplicity": 1, "e_lumo_ev": 0.59, "e_above_lowest_kj_mol": 126.8}



(3)
{"formula": "C18H17IrO3S4", "method": "the ωB97M-V functional and the def2-TZVPD basis", "elements": ["Ir", "S", "C", "S", "S", "C", "C", "C", "C", "C", "C", "C", "O", "C", "C", "C", "H", "H", "H", "H", "H", "H", "H", "H", "H", "H", "H", "H", "O", "C", "O", "C", "C", "C", "C", "S", "C", "C", "H", "H", "H", "H", "H"], "xyz": [[1.83096, -2.67714, 0.75693], [6.10469, -2.72876, 2.94021], [4.60257, -3.06206, 2.23619], [4.05601, -2.16864, 0.82860], [3.79890, -4.27422, 3.04126], [-1.17971, 2.22224, -2.21683], [-1.00592, 0.83384, -1.67017], [-2.06840, 0.22260, -0.91306], [-2.01599, -1.10240, -0.58007], [-3.09297, -1.59619, 0.37335], [-0.93647, -1.89022, -0.99103], [-0.83801, -3.22974, -0.53202], [0.20458, -3.81364, -0.10883], [0.07097, -1.27079, -1.73280], [1.20998, -2.03576, -2.28546], [0.09838, 0.08960, -1.95582], [-1.90378, 2.24408, -3.08992], [-0.24868, 2.61393, -2.68383], [-1.49696, 3.00825, -1.55022], [-2.93648, 0.84420, -0.65035], [-3.83726, -0.85740, 0.54603], [-2.52432, -1.89389, 1.36920], [-3.56290, -2.52212, 0.11132], [-1.74666, -3.73673, -0.32390], [1.09427, -3.05681, -2.15555], [2.20191, -1.65737, -1.87925], [1.23185, -1.78799, -3.35921], [0.99393, 0.48448, -2.45927], [0.57500, 5.15437, 0.61229], [-0.44945, 4.33472, 0.77967], [-1.54285, 4.70137, 0.50114], [-0.11876, 2.92122, 1.09127], [-1.09182, 2.14044, 1.69782], [-0.84950, 0.80681, 1.96328], [0.39756, 0.19190, 1.75045], [0.59618, -1.50138, 2.20333], [1.37614, 0.95104, 1.12287], [1.09026, 2.30330, 0.76872], [1.33710, 4.63890, 0.81244], [-2.06380, 2.62729, 1.90632], [-1.62354, 0.17605, 2.42191], [2.37988, 0.50857, 1.06942], [1.88309, 2.84405, 0.23357]], "forces_ev_per_angstrom": [[0.541, 0.119, -0.152], [-0.396, -0.186, -0.069], [0.112, 0.463, -0.498], [0.425, -0.507, 0.548], [-0.014, 0.264, -0.208], [0.347, 0.621, -1.814], [-1.939, 0.609, 0.772], [0.865, 1.209, -1.330], [-1.643, 0.091, 0.859], [2.616, -1.211, 1.753], [0.477, 0.955, -0.789], [1.936, -0.884, 1.600], [-1.550, 0.551, -1.033], [0.854, -0.279, 0.923], [1.416, 2.127, -0.764], [0.384, -0.244, -0.688], [0.545, -0.322, 1.062], [-0.309, -0.464, 0.402], [-0.332, -0.099, 0.625], [0.470, -0.372, -0.017], [-0.473, 0.591, 0.284], [-1.284, 0.905, -1.600], [-0.376, -0.499, -0.561], [-1.006, -0.777, -0.097], [0.165, -1.929, 0.109], [-1.043, -0.601, -0.305], [0.215, -0.354, 0.208], [-0.661, 0.084, 0.104], [0.128, 0.929, 0.012], [0.199, -0.732, -1.194], [-1.648, 0.371, 0.282], [0.506, -0.887, 0.232], [-0.803, 0.062, 0.086], [-0.450, -0.617, 0.838], [-0.507, 0.525, -0.738], [-0.476, 0.320, 0.817], [0.100, 0.981, 0.311], [0.991, -0.750, 0.192], [1.464, -0.230, 0.346], [0.623, -0.553, -0.047], [0.201, 0.454, -0.186], [-0.380, 0.411, -0.526], [-0.292, -0.144, 0.254]], "total_energy_ha": -2618.8016, "multiplicity": 5, "s2": 6.023, "e_lumo_ev": [-1.19, -2.41], "e_above_lowest_kj_mol": 1.2}